Below is a molecular structure, C51H80GeMgN4O3P4Te, with properties calculated with ωB97M-V with the def2-TZVPD basis set.

Each line ends with the Löwdin charge.
Element x y z (Å)
1 H -4.1548 7.3870 2.1192  0.108
2 O 1.5638 2.8081 1.5328  -0.394
3 H -4.0267 3.1193 2.5208  0.088
4 H -1.4288 2.7227 4.7462  0.096
5 H -5.6817 0.5630 -0.0031  0.071
6 H 0.7642 -6.0650 1.4234  0.113
7 H -1.2804 -1.8222 3.4580  0.075
8 C -4.2856 -0.9129 -0.8284  -0.524
9 H 0.1103 -6.3428 -1.5587  0.123
10 C 0.7702 3.9467 -1.1413  -0.276
11 H 1.5740 2.6996 3.5736  0.091
12 H 2.9799 -2.3523 -2.6697  0.082
13 H 4.8257 -0.1746 -3.9830  0.066
14 H -4.5670 0.0011 -4.1294  0.070
15 C 1.0891 -4.4668 0.0406  -0.204
16 H 5.5207 -1.1395 0.5630  0.091
17 H 4.1750 -0.0370 0.8869  0.052
18 H -4.9605 5.3051 3.1910  0.107
19 H -4.1701 1.5844 -4.7908  0.086
20 H -2.1934 1.8139 3.4427  0.034
21 C -4.1904 5.2616 2.4323  -0.074
22 H -0.7986 -6.9089 -3.8033  0.104
23 C -5.2113 -1.4693 -1.9114  -0.089
24 H 0.9267 5.5762 -2.5072  0.092
25 C 4.4682 -0.4690 -1.2156  -0.548
26 C 2.8310 -5.8941 0.8279  -0.090
27 H 0.6882 -2.2938 4.9587  0.080
28 H -4.4289 0.0491 1.1295  0.031
29 C -0.4221 0.8625 4.2623  -0.532
30 C -0.4814 -5.6189 -2.1118  -0.015
31 H -2.4652 -2.9847 -4.1044  0.093
32 H 0.7514 1.2045 -3.3101  0.052
33 C -1.2707 -4.4209 0.7976  -0.163
34 H 0.4903 1.1956 4.7652  0.095
35 H -2.1122 -5.1972 -5.0372  0.105
36 H -5.7628 -1.0397 0.7350  0.085
37 C 1.9612 -2.2271 2.4757  -0.122
38 H 3.4377 -1.1160 -4.5445  0.078
39 C -2.6698 3.9768 1.0849  -0.566
40 C -2.2171 5.1432 0.4748  -0.142
41 H -5.8589 -2.2250 -1.4601  0.089
42 C -3.2025 -4.9318 2.6903  -0.081
43 H -4.9574 2.9954 -2.9299  0.086
44 C 1.4875 -5.5200 0.8284  -0.024
45 H -4.5997 2.5998 -1.2508  0.044
46 N 1.3844 -2.5873 -1.3087  -0.165
47 H 1.2148 -3.0206 2.5563  0.081
48 C -1.7056 -4.9718 -4.0577  -0.083
49 H 3.8677 -1.7293 0.4786  0.036
50 H 3.1648 -6.7282 1.4329  0.101
51 H -1.4295 -6.4896 0.2727  0.116
52 C -1.1997 -1.2310 2.5441  -0.399
53 C 3.7152 -5.2096 0.0049  -0.085
54 C 4.7450 5.9731 -0.0810  -0.066
55 H -5.8545 -0.6949 -2.3360  0.070
56 C -3.8074 0.7855 -4.1389  -0.101
57 H 1.4731 -1.6151 -3.1253  0.073
58 C -2.7444 -5.9678 1.8870  -0.081
59 H 5.3399 1.1683 -2.4211  0.057
60 H -1.0888 -0.4475 -2.9104  0.080
61 N -1.4980 -2.1221 -1.6308  -0.179
62 H 1.6830 5.1718 3.9377  0.091
63 H -3.6924 -1.7379 -0.4258  0.094
64 H -5.6600 1.5514 -2.2016  0.071
65 H -2.7072 2.0558 -2.8169  0.087
66 H -3.1418 -6.9685 1.9920  0.104
67 H 4.7972 -1.3104 -1.8314  0.094
68 Te -2.0873 2.0419 0.4290  1.108
69 C 4.5686 4.4819 -0.0996  -0.286
70 C 1.4021 4.7644 2.9632  -0.051
71 H -3.9748 -5.1213 3.4268  0.105
72 C -1.2575 0.0417 5.2478  -0.109
73 C 2.8758 0.6473 -3.4006  -0.560
74 C 3.3061 -4.1109 -0.7537  -0.028
75 H 1.7959 5.4186 2.1857  0.073
76 H 0.7765 4.5891 -0.2641  0.103
77 C -3.7341 6.4301 1.8329  -0.077
78 H -0.7885 -0.8889 5.5589  0.053
79 C -1.9096 -3.7042 -3.5172  -0.023
80 H 1.1112 -0.1188 -4.4285  0.069
81 C 4.5017 -0.8744 0.2617  -0.123
82 H -0.7263 2.7225 3.1210  0.023
83 H 4.0717 6.4539 -0.7942  0.079
84 P 2.7137 -0.1356 -1.7347  1.017
85 C 3.8027 -0.1010 -4.3574  -0.102
86 H 3.2847 1.6438 -3.2102  0.092
87 H -2.2357 -0.1943 4.8208  0.080
88 O 3.2113 4.1890 0.3289  -0.318
89 H -2.0827 -0.5782 2.5243  0.068
90 C -0.7178 -4.3758 -1.5647  -0.158
91 C -1.2298 2.1050 3.8633  -0.152
92 H 1.5284 1.5309 -4.8647  0.084
93 H 2.9362 -2.6571 2.7243  0.098
94 P 0.2149 -0.0736 2.7899  0.985
95 C 1.4188 4.6156 -2.3259  -0.043
96 O 1.4754 2.6929 -0.8323  -0.442
97 C 1.9765 -3.6751 -0.7025  -0.274
98 C 1.5215 -1.5928 4.8555  -0.109
99 H 0.3127 4.7571 2.8930  0.073
100 C -1.9185 -1.0066 -2.4531  -0.385
101 H -3.0980 -2.8466 3.1694  0.102
102 H 5.2679 3.9912 0.5765  0.116
103 C 2.1272 -1.8032 -2.2687  -0.360
104 H 3.0484 3.3715 2.8902  0.116
105 C -2.6993 -3.6432 2.5522  -0.024
106 H -4.6680 -1.9563 -2.7246  0.068
107 H 3.8394 0.4136 -5.3236  0.088
108 H -2.3879 7.2793 0.3905  0.106
109 H 2.4346 -2.1440 5.1003  0.088
110 C -3.5532 1.3662 -2.7446  -0.558
111 H 6.4714 0.3200 -1.3716  0.089
112 H 4.5374 6.3678 0.9155  0.084
113 C -3.6658 4.0293 2.0549  -0.163
114 H -0.2528 3.6591 -1.3447  0.055
115 C -1.7054 -3.3649 1.6007  -0.242
116 C -1.3992 -3.3710 -2.2554  -0.220
117 H 4.0338 -3.5880 -1.3656  0.094
118 H 5.7732 6.2279 -0.3477  0.089
119 H 1.3252 4.0067 -3.2250  0.077
120 H 2.4643 -0.3585 3.3847  0.100
121 C -2.7448 6.3706 0.8591  -0.078
122 H -2.5598 -1.3354 -3.2648  0.049
123 H 1.4070 -0.8001 5.5959  0.070
124 C -0.9776 -5.9318 -3.3722  -0.080
125 H -1.4331 0.6415 6.1456  0.091
126 C -1.7769 -5.6992 0.9278  -0.021
127 H 5.3259 1.4542 -0.6763  0.044
128 C -4.7596 2.1696 -2.2423  -0.114
129 Ge -0.1702 -1.7857 -0.2781  0.907
130 H 4.7517 -5.5247 -0.0445  0.104
131 H 2.0080 -1.9158 1.4282  0.021
132 P -2.9473 0.1680 -1.4803  0.890
133 H -2.9021 0.3810 -4.5946  0.072
134 H 2.4789 4.8082 -2.1409  0.068
135 C 1.6338 -1.0706 3.4264  -0.532
136 H -1.4521 5.1050 -0.2902  0.070
137 C 5.4448 0.6909 -1.4427  -0.115
138 C -5.0803 -0.2909 0.3248  -0.117
139 P 2.6534 2.6788 0.3297  0.851
140 N -0.2766 -4.0329 -0.1920  -0.046
141 Mg 0.4159 0.8264 0.2234  0.213
142 N -1.1249 -2.1204 1.3964  -0.185
143 H 4.7299 4.0810 -1.1009  0.109
144 C 1.9600 3.3710 2.8130  -0.259
145 C 1.4851 0.8276 -4.0283  -0.129

Calculated values
Energy ... -172695.66345 eV
Multiplicity ... 2
Energy relative to the best compared isomer or geometry (same formula, charge and spin) ... 1.094 eV
LUMO energy (alpha / beta) ... -1.57 / -3.65 eV
<S²> ... 0.7565
Net charge ... +1
Frontier orbital gap (alpha / beta) ... 0.26304 / 0.18822 Eh